[1]
Entry from the Open Molecules 2025 dataset: a molecular structure, C35H29NiOS7Sb (wB97M-V/def2-TZVPD).

The geometry in XYZ format:
```
74
Properties=species:S:1:pos:R:3:lowdin_charge:R:1
Ni 0.401 -0.218 0.113 -0.3275
S -2.994 -5.363 3.874 0.5665
C -2.210 -4.216 3.026 -1.5180
S -1.787 -4.372 1.353 0.9060
C -1.046 -2.811 1.126 -1.1332
C -1.020 -1.990 2.275 -1.1167
S -0.381 -0.437 2.334 0.6945
S -1.710 -2.700 3.706 0.9022
S -0.420 -2.373 -0.356 0.6932
S 2.218 0.055 -1.208 0.1835
Sb 2.535 1.440 0.601 1.2527
C 2.930 0.682 2.524 -0.3907
C 2.358 1.282 3.640 -0.1401
C 2.582 0.736 4.899 -0.0766
C 3.367 -0.403 5.035 -0.0761
C 3.943 -0.996 3.916 -0.0738
C 3.727 -0.454 2.655 -0.1206
C 4.405 2.321 0.107 -0.3612
C 5.458 2.340 1.025 -0.1084
C 6.701 2.844 0.647 -0.0832
C 6.889 3.334 -0.639 -0.0858
C 5.840 3.321 -1.555 -0.0817
C 4.602 2.807 -1.189 -0.1503
C 1.327 3.186 0.813 -0.3129
C 1.823 4.384 0.291 -0.1079
C 1.039 5.534 0.302 -0.0798
C -0.239 5.496 0.841 -0.0855
C -0.729 4.311 1.379 -0.0790
C 0.046 3.156 1.359 -0.1423
H 1.740 2.166 3.537 0.0955
H 2.128 1.192 5.772 0.1077
H 3.526 -0.835 6.017 0.1057
H 4.557 -1.883 4.025 0.1069
H 4.165 -0.923 1.782 0.1070
H 5.313 1.965 2.034 0.0932
H 7.520 2.852 1.358 0.1040
H 7.860 3.718 -0.935 0.1029
H 5.991 3.702 -2.560 0.1045
H 3.798 2.766 -1.916 0.0935
H 2.826 4.428 -0.115 0.0825
H 1.431 6.458 -0.108 0.1049
H -0.852 6.393 0.848 0.1046
H -1.726 4.277 1.811 0.1082
H -0.363 2.244 1.764 0.0463
O -1.113 1.092 -0.589 -0.5954
S -2.566 1.240 -0.936 0.9860
C -2.621 2.546 -2.179 -0.2643
C -4.046 2.837 -2.593 -0.2780
C -5.018 3.172 -1.645 -0.0553
C -6.332 3.404 -2.030 -0.0771
C -6.691 3.313 -3.370 -0.0868
C -5.729 2.996 -4.319 -0.0761
C -4.417 2.756 -3.931 -0.0487
C -3.062 -0.206 -1.930 -0.2593
C -2.344 -0.424 -3.238 -0.2655
C -3.089 -0.522 -4.412 -0.0573
C -2.468 -0.746 -5.634 -0.0833
C -1.086 -0.867 -5.698 -0.0856
C -0.334 -0.773 -4.533 -0.0599
C -0.958 -0.562 -3.310 -0.0617
H -1.991 2.230 -3.010 0.1005
H -2.150 3.392 -1.673 0.1005
H -4.741 3.252 -0.597 0.1075
H -7.077 3.657 -1.283 0.1055
H -7.716 3.497 -3.672 0.1034
H -6.001 2.929 -5.367 0.1055
H -3.668 2.506 -4.676 0.1142
H -4.140 -0.098 -2.081 0.0982
H -2.882 -1.025 -1.225 0.0758
H -4.170 -0.425 -4.366 0.1123
H -3.064 -0.827 -6.537 0.1027
H -0.599 -1.044 -6.650 0.1019
H 0.747 -0.871 -4.568 0.1077
H -0.364 -0.495 -2.417 0.0176
```

Output
* spin multiplicity: 3
* ΔE to the lowest compared entry with this formula, charge and spin: 1.8 kcal/mol
* charge: 0
* frontier orbital gap (spin up / spin down): 7.1 / 5.5 eV

---

[2]
Entry from the Open Molecules 2025 dataset: a single C8H12S2 molecule at a distorted geometry (wB97M-V/def2-TZVPD).

The geometry in XYZ format:
```
22
Properties=species:S:1:pos:R:3:lowdin_charge:R:1
S -1.123 -2.200 -0.983 0.8811
S 1.365 1.340 2.469 0.8289
C 0.543 -1.792 -1.421 -0.4084
C 1.255 -0.716 -1.006 -0.1453
C -1.754 -0.538 -1.363 -0.4636
C 2.056 0.512 0.957 -0.4201
C -0.355 1.072 1.925 -0.4574
C -1.629 0.371 -0.150 -0.2261
C 0.910 0.354 -0.055 -0.3803
C -0.383 0.120 0.718 -0.3908
H 0.997 -2.486 -2.119 0.0565
H 2.245 -0.647 -1.473 0.1162
H -1.221 -0.146 -2.221 0.0795
H -2.767 -0.568 -1.709 0.0647
H 2.894 1.073 0.522 0.0811
H 2.432 -0.491 1.249 0.0861
H -0.730 2.069 1.565 0.0845
H -1.000 0.679 2.725 0.0834
H -2.502 0.213 0.468 0.1096
H -1.670 1.414 -0.556 0.1324
H 0.814 1.294 -0.633 0.1611
H -0.378 -0.928 1.090 0.1267
```

Output
* spin multiplicity: 1
* ΔE to the lowest compared entry with this formula, charge and spin: 0.0 kcal/mol
* charge: 0
* frontier orbital gap: 9.2 eV

---

[3]
Entry from the Open Molecules 2025 dataset: 9 unconnected molecules or ions with the total composition C57H80N2O28 at a distorted geometry (wB97M-V/def2-TZVPD).

The geometry in XYZ format:
```
167
Properties=species:S:1:pos:R:3:lowdin_charge:R:1
C -3.628 4.174 -10.342 -0.1561
C -2.514 3.161 -11.018 -0.2729
C -2.848 1.557 -10.791 -0.2248
C -2.108 0.910 -9.464 -0.2291
C -3.087 0.748 -8.156 -0.2288
C -2.272 0.432 -6.746 -0.2273
C -2.049 1.760 -5.810 -0.2172
C -1.346 1.417 -4.331 -0.2044
C -1.687 2.539 -3.182 -0.2153
C -2.758 2.054 -2.038 -0.1917
C -2.015 1.782 -0.565 -0.1624
C -0.949 0.528 -0.861 -0.0551
C 0.650 0.894 -0.846 0.0609
C 1.722 -0.324 -1.155 -0.0158
C 1.098 -1.804 -1.483 -0.0235
C -0.521 -2.181 -1.483 0.0883
C -1.583 -0.978 -1.146 -0.1293
O -3.021 -1.289 -1.112 -0.1701
C -3.340 -2.214 0.013 -0.1621
C -2.593 -1.835 1.422 -0.2081
N -3.347 -2.224 2.675 -0.1126
C -3.507 -3.720 2.827 -0.1666
C -2.445 -4.400 3.915 -0.3081
C -1.502 -5.554 3.218 -0.0720
O -3.245 -5.115 4.965 -0.1407
C 2.129 -3.027 -1.844 -0.2117
O 1.639 -4.020 -2.623 -0.0667
C 3.667 -2.929 -1.284 -0.0260
C 4.495 -4.350 -1.124 0.0776
C 6.050 -4.341 -0.553 -0.1702
N 6.753 -5.679 -0.481 -0.0498
C 7.779 -5.688 -1.610 -0.2346
C 7.135 -5.510 -3.108 -0.2379
C 5.988 -6.610 -3.508 -0.1541
C 6.683 -2.878 -0.167 0.0100
C 5.861 -1.429 -0.311 0.0156
C 4.323 -1.462 -0.909 -0.0336
C 3.381 -0.109 -1.145 -0.1826
O 3.919 1.125 -1.286 -0.0674
H -3.269 5.310 -10.337 0.0803
H -3.798 3.817 -9.239 0.0626
H -4.591 4.150 -11.018 0.0768
H -1.443 3.477 -10.621 0.1050
H -2.506 3.420 -12.180 0.1042
H -4.008 1.364 -10.832 0.1153
H -2.385 1.000 -11.734 0.1060
H -1.176 1.575 -9.204 0.1082
H -1.734 -0.175 -9.793 0.1164
H -3.751 1.720 -8.072 0.0971
H -3.846 -0.133 -8.416 0.1167
H -1.268 -0.105 -7.078 0.1198
H -2.935 -0.377 -6.176 0.1135
H -1.327 2.483 -6.422 0.1196
H -3.078 2.322 -5.685 0.1113
H -1.527 0.302 -3.999 0.1059
H -0.174 1.500 -4.537 0.1165
H -0.679 2.916 -2.722 0.1016
H -2.163 3.468 -3.751 0.1115
H -3.182 0.992 -2.372 0.1122
H -3.600 2.849 -1.866 0.1098
H -2.775 1.539 0.291 0.1072
H -1.422 2.754 -0.211 0.1203
H 0.995 2.003 -0.605 0.1147
H -0.879 -3.292 -1.731 0.1224
H -4.511 -2.266 0.219 0.1475
H -3.060 -3.300 -0.396 0.1126
H -2.417 -0.656 1.498 0.1338
H -1.501 -2.301 1.397 0.1300
H -2.786 -1.807 3.478 0.1181
H -4.586 -3.888 3.311 0.1317
H -3.511 -4.327 1.827 0.1029
H -1.806 -3.608 4.496 0.1471
H -1.609 -6.626 3.707 0.0913
H -1.778 -5.677 2.079 0.0635
H -0.355 -5.251 3.303 0.0900
H -3.506 -6.003 4.582 0.0914
H 3.945 -5.347 -1.442 0.1133
H 7.193 -5.860 0.448 0.0965
H 8.465 -4.730 -1.421 0.1117
H 8.502 -6.611 -1.550 0.1225
H 6.650 -4.432 -3.276 0.1121
H 7.981 -5.587 -3.947 0.1123
H 6.195 -7.092 -4.580 0.0779
H 4.948 -6.063 -3.609 0.0660
H 5.882 -7.510 -2.759 0.0807
H 7.807 -2.852 0.232 0.0978
H 6.358 -0.396 0.005 0.1062
C 3.014 2.799 1.748 -0.1345
C 3.876 2.822 2.968 -0.1297
O 2.972 3.173 3.999 0.0665
C 1.726 2.813 3.573 -0.5006
O 0.730 2.815 4.277 0.1169
O 1.740 2.451 2.257 0.0533
H 3.352 2.063 1.013 0.1141
H 2.946 3.779 1.265 0.1352
H 4.307 1.841 3.194 0.1365
H 4.683 3.557 2.893 0.1387
C -1.663 4.897 6.981 -0.1349
C -1.928 4.298 5.638 -0.1321
O -3.164 3.632 5.817 0.0670
C -3.795 4.240 6.863 -0.5191
O -4.953 4.033 7.183 0.1245
O -2.961 5.111 7.504 0.0542
H -1.112 5.839 6.916 0.1170
H -1.124 4.214 7.645 0.1397
H -2.045 5.057 4.858 0.1359
H -1.148 3.594 5.335 0.1123
C -3.932 -6.618 -0.673 -0.1295
C -5.184 -7.398 -0.438 -0.1425
O -4.787 -8.377 0.502 0.0417
C -3.694 -7.882 1.153 -0.5035
O -3.193 -8.389 2.143 0.1351
O -3.234 -6.745 0.552 0.0278
H -4.131 -5.567 -0.898 0.1286
H -3.318 -7.043 -1.475 0.1422
H -5.980 -6.787 0.002 0.1433
H -5.560 -7.867 -1.352 0.1399
C -0.621 9.773 4.739 -0.1320
C -0.633 8.829 5.898 -0.1350
O -0.291 7.589 5.310 0.0472
C 0.392 7.869 4.161 -0.4949
O 0.982 7.038 3.491 0.1245
O 0.328 9.199 3.861 0.0673
H -0.320 10.784 5.029 0.1372
H -1.589 9.823 4.230 0.1414
H 0.119 9.083 6.652 0.1443
H -1.614 8.773 6.379 0.1356
C -4.215 10.980 9.106 -0.1370
C -4.654 10.870 7.682 -0.1390
O -3.684 11.626 6.983 0.0583
C -2.563 11.650 7.760 -0.5195
O -1.478 12.069 7.393 0.1252
O -2.813 11.141 9.002 0.0645
H -4.461 10.088 9.688 0.1410
H -4.636 11.859 9.606 0.1384
H -4.630 9.838 7.315 0.1358
H -5.655 11.280 7.522 0.1398
C 11.662 -6.034 -0.943 -0.1335
C 12.524 -6.011 0.277 -0.1372
O 11.620 -5.661 1.308 0.0703
C 10.374 -6.020 0.882 -0.5057
O 9.378 -6.018 1.586 0.1304
O 10.388 -6.382 -0.435 0.0106
H 12.000 -6.770 -1.678 0.1408
H 11.594 -5.054 -1.426 0.1390
H 12.955 -6.992 0.503 0.1380
H 13.331 -5.277 0.202 0.1394
C -8.282 -11.066 0.520 -0.1347
C -7.316 -10.313 -0.337 -0.1439
O -8.105 -9.915 -1.442 0.0580
C -9.402 -9.899 -1.019 -0.5143
O -10.331 -9.440 -1.663 0.1351
O -9.525 -10.461 0.219 0.0661
H -8.053 -10.973 1.585 0.1402
H -8.333 -12.129 0.258 0.1371
H -6.926 -9.419 0.160 0.1131
H -6.477 -10.934 -0.662 0.1434
C 3.667 8.712 0.866 -0.1360
C 3.655 7.768 2.024 -0.1388
O 3.998 6.527 1.436 0.0520
C 4.680 6.807 0.288 -0.5170
O 5.271 5.977 -0.382 0.1287
O 4.617 8.138 -0.012 0.0626
H 3.969 9.723 1.156 0.1371
H 2.699 8.762 0.357 0.1382
H 4.408 8.022 2.778 0.1396
H 2.675 7.712 2.505 0.0989
```

Output
* spin multiplicity: 1
* charge: 0
* frontier orbital gap: 6.9 eV

---

[4]
Entry from the Open Molecules 2025 dataset: a molecular structure, C31H28Br2ClF3N2O5V at a distorted geometry (wB97M-V/def2-TZVPD).

The geometry in XYZ format:
```
73
Properties=species:S:1:pos:R:3:lowdin_charge:R:1
V 0.510 -0.307 -0.515 0.8757
O 1.562 3.565 -0.680 -0.4965
Cl 1.135 2.031 -0.583 0.7772
O 3.284 1.649 1.867 -0.1480
O 3.181 0.547 -1.416 -0.0049
O 0.216 1.704 0.610 -0.4610
C 0.074 1.788 -3.705 -0.0712
C 0.466 0.341 -3.821 -0.3290
C 0.762 -0.133 -5.076 -0.0838
C 0.968 -1.490 -5.335 -0.0957
C 0.807 -2.385 -4.251 -0.2199
C 0.878 -3.787 -4.363 -0.6313
Br 1.183 -4.586 -6.077 0.6612
C 0.731 -4.641 -3.289 -0.2257
C 0.524 -4.080 -2.044 -0.6236
Br 0.355 -5.215 -0.531 0.7049
C 0.462 -2.696 -1.849 -0.3968
O 0.310 -2.190 -0.637 -0.2323
C 0.562 -1.831 -2.959 -0.1427
N 0.409 -0.465 -2.709 0.0504
H -0.360 2.126 -4.647 0.0762
H 0.914 2.454 -3.479 0.0778
H -0.705 1.925 -2.950 0.0583
H 0.795 0.582 -5.890 0.0957
H 1.183 -1.853 -6.328 0.0429
H 0.787 -5.713 -3.411 0.0775
C -0.515 -3.631 4.150 -0.0664
C 0.549 -2.567 4.031 -0.2958
C 1.435 -2.332 5.089 -0.0682
C 2.408 -1.348 4.956 -0.3052
C 3.359 -1.060 6.094 -0.0762
C 2.515 -0.615 3.782 -0.0123
C 1.658 -0.852 2.677 -0.2691
C 0.657 -1.840 2.867 0.0107
N 1.683 -0.196 1.493 -0.0017
C 2.824 0.542 1.069 -0.5309
C 4.099 -0.321 1.002 -0.0055
C 2.401 1.003 -0.367 -0.4990
C 2.326 2.526 2.432 -0.1080
H -0.545 -4.046 5.160 0.0588
H -0.328 -4.450 3.451 0.0711
H -1.501 -3.228 3.915 0.0738
H 1.359 -2.908 6.006 0.0883
H 3.181 -1.733 6.934 0.0587
H 3.245 -0.034 6.453 0.0700
H 4.398 -1.179 5.779 0.0685
H 3.253 0.175 3.719 0.1017
H -0.021 -2.028 2.039 0.1071
H 3.897 -1.272 0.498 0.0985
H 4.418 -0.553 2.014 0.0757
H 4.911 0.214 0.505 0.0906
H 3.680 -0.194 -1.058 0.0697
H 1.495 1.793 -1.905 0.0119
H 0.032 2.252 -1.444 0.0463
H 2.815 2.985 3.295 0.0801
H 1.442 1.979 2.765 0.0804
H 2.024 3.300 1.723 0.0600
F -8.143 3.592 -2.187 0.1137
C -7.327 4.014 -1.199 -0.5766
F -7.051 5.314 -1.471 0.1163
F -8.072 4.034 -0.068 0.1138
C -6.099 3.179 -1.058 -0.1572
C -5.728 2.275 -2.044 -0.0271
C -4.577 1.521 -1.894 -0.0217
C -3.771 1.650 -0.754 -0.2470
C -4.153 2.587 0.220 -0.0141
C -5.300 3.339 0.072 -0.0266
C -2.598 0.864 -0.583 -0.1434
C -1.604 0.172 -0.431 -0.0105
H -6.341 2.156 -2.927 0.1102
H -4.280 0.815 -2.657 0.1158
H -3.522 2.707 1.091 0.1195
H -5.581 4.056 0.834 0.1157
```

Output
* spin multiplicity: 4
* ΔE to the lowest compared entry with this formula, charge and spin: 167.8 kcal/mol
* charge: -2
* frontier orbital gap (spin up / spin down): 4.1 / 5.8 eV

---

- Which of these has the lowest charge?
  C31H28Br2ClF3N2O5V